(w)
Molecular formula: C8H7Cl3N2
Method: DFT, ωB97M-V/def2-TZVPD

Element x y z (Å)
C: -2.87 -0.27 0.10
C: -2.35 0.40 1.25
C: -2.08 -0.36 -1.07
C: -1.01 0.80 1.21
C: -0.80 0.12 -1.09
C: -0.24 0.70 0.07
C: 2.04 -0.97 0.04
C: 1.05 1.22 -0.11
N: 1.14 -1.70 -0.03
N: 3.16 -0.48 0.12
Cl: 1.63 1.82 -1.67
Cl: 1.70 2.06 1.22
Cl: 4.72 -1.83 0.33
H: -3.96 -0.58 0.19
H: -2.88 0.62 2.17
H: -2.66 -0.83 -1.81
H: -0.51 1.42 2.09
H: -0.45 0.01 -2.11
H: 0.90 -2.48 -0.49
H: 3.48 0.35 -0.42

## Properties
- Charge: 0
- Frontier orbital gap (alpha / beta): 0.24195 / 0.26034 Eh


(x)
Molecular formula: C8H7Cl3N2
Method: DFT, ωB97M-V/def2-TZVPD

Element x y z (Å)
C: 2.82 -0.01 0.27
C: 1.96 -0.15 1.38
C: 2.18 0.12 -0.92
C: 0.60 -0.57 1.26
C: 0.87 -0.37 -1.07
C: 0.07 -0.75 -0.02
C: -2.02 1.27 -0.08
C: -1.33 -1.19 -0.24
N: -1.00 1.82 -0.44
N: -2.27 -0.06 0.08
Cl: -1.71 -1.88 -1.93
Cl: -1.76 -2.51 0.94
Cl: -3.61 2.18 0.16
H: 3.80 0.25 0.52
H: 2.44 -0.05 2.41
H: 2.80 0.47 -1.70
H: -0.07 -0.70 2.21
H: 0.31 -0.47 -2.06
H: -0.85 2.80 -0.62
H: -3.24 -0.20 -0.16

## Properties
- Charge: 0
- Frontier orbital gap: 0.35519 Eh


Short version: (w) is the least stable of them.


(w)
Molecular formula: ClH4NSi
Method: DFT, ωB97M-V/def2-TZVPD

Element x y z (Å)
N: 0.79 0.44 -0.01
Si: -0.74 -0.29 -0.13
Cl: 2.57 -0.12 0.39
H: 0.77 1.44 0.32
H: -1.30 -0.65 1.07
H: -0.67 -1.56 -0.93
H: -1.42 0.74 -0.70

## Properties
- Charge: 0
- Frontier orbital gap: 0.34498 Eh


(x)
Molecular formula: ClH4NSi
Method: DFT, ωB97M-V/def2-TZVPD

Element x y z (Å)
N: -0.66 0.74 0.08
Si: 0.67 -0.42 0.15
Cl: -2.48 -0.04 -0.08
H: -0.73 1.26 -0.70
H: 1.07 -0.84 -1.21
H: 0.45 -1.33 1.27
H: 1.66 0.64 0.50

## Properties
- Charge: 0
- Frontier orbital gap: 0.35299 Eh


Short version: (w) is the least stable of them.


(w)
Molecular formula: C3H6N2O3P
Method: DFT, ωB97M-V/def2-TZVPD

Element x y z (Å)
C: -1.15 -0.01 0.82
C: 0.56 0.55 -0.68
C: 0.81 -0.89 -0.34
N: -0.54 1.14 0.10
N: -0.09 -0.62 1.45
O: -1.77 -0.91 -0.13
O: -0.82 -2.19 -2.16
O: -0.58 -3.26 0.21
P: -0.59 -2.08 -0.72
H: -1.92 0.19 1.42
H: 1.49 1.24 -0.80
H: 0.26 0.65 -1.77
H: 1.85 -1.16 -0.04
H: -1.05 1.85 -0.42
H: -0.35 -1.56 1.59

## Properties
- Charge: -1
- Frontier orbital gap: 0.32212 Eh


(x)
Molecular formula: C3H6N2O3P
Method: DFT, ωB97M-V/def2-TZVPD

Element x y z (Å)
C: 0.18 1.05 -0.74
C: 0.90 -0.99 -0.05
C: -0.03 -0.29 0.83
N: 1.21 0.02 -1.03
N: 0.29 1.12 0.66
O: -1.13 0.66 -1.12
O: -2.04 -1.56 -0.54
O: -2.74 0.50 0.97
P: -1.79 -0.29 0.18
H: 0.43 2.02 -1.23
H: 2.04 -1.19 0.38
H: 0.37 -1.85 -0.53
H: 1.46 -0.48 3.18
H: 1.25 -0.42 -2.03
H: -0.42 1.72 1.07

## Properties
- Charge: -1
- Frontier orbital gap (alpha / beta): 0.30259 / 0.25946 Eh


Short version: (x) is the least stable of them.